{"formula": "C30H46Cl6F2O5", "method": "the ωB97M-V functional and the def2-TZVPD basis", "smiles": "Fc1ccccc1.Fc1ccccc1.CC(C)=O.CC(C)=O.CC(C)=O.CC(C)=O.CC(C)=O.ClCCl.ClCCl.ClCCl", "gap_ev": 9.55, "lumo_energy_ev": 0.3, "total_energy_ev": -122658.823, "charge": 0, "species": ["F", "C", "C", "C", "C", "C", "C", "H", "H", "H", "H", "H", "F", "C", "C", "C", "C", "C", "C", "H", "H", "H", "H", "H", "C", "Cl", "Cl", "H", "H", "C", "Cl", "Cl", "H", "H", "C", "Cl", "Cl", "H", "H", "C", "C", "O", "C", "H", "H", "H", "H", "H", "H", "C", "C", "O", "C", "H", "H", "H", "H", "H", "H", "C", "C", "O", "C", "H", "H", "H", "H", "H", "H", "C", "C", "O", "C", "H", "H", "H", "H", "H", "H", "C", "C", "O", "C", "H", "H", "H", "H", "H", "H"], "positions_angstrom": [[5.4905, 18.9394, 4.7062], [5.2942, 19.5510, 3.5542], [4.5282, 18.8771, 2.5645], [4.5287, 19.3833, 1.2284], [5.4152, 20.4419, 0.9112], [6.2549, 20.9942, 1.8712], [6.0703, 20.6424, 3.2405], [3.9203, 18.0107, 2.7796], [3.9029, 19.0332, 0.4208], [5.4421, 20.7978, -0.1081], [6.7875, 21.8793, 1.5561], [6.6226, 21.1263, 4.0324], [3.4185, 9.2819, 7.4100], [4.0214, 9.7305, 8.5245], [4.2732, 8.7703, 9.4521], [5.1661, 9.0829, 10.4155], [5.6783, 10.3464, 10.6141], [5.3187, 11.4013, 9.7625], [4.4402, 11.0540, 8.7274], [3.9110, 7.7806, 9.2164], [5.4282, 8.2436, 11.0426], [6.3710, 10.5889, 11.4064], [5.5857, 12.4330, 9.9380], [4.2453, 11.8491, 8.0230], [7.0108, 0.0476, 13.4002], [5.9393, 1.3587, 13.7417], [8.0094, -0.0864, 14.8747], [6.4927, -0.8843, 13.1735], [7.7985, 0.2713, 12.6808], [6.6791, 20.2587, 10.8349], [5.4721, 19.0917, 11.3895], [8.1833, 19.4038, 10.4611], [6.2695, 20.8180, 9.9938], [6.7732, 21.0678, 11.5591], [-2.3848, 2.1654, 12.2466], [-1.6143, 1.8747, 13.7341], [-1.2832, 3.0787, 11.0673], [-2.8388, 1.3126, 11.7419], [-3.1898, 2.8498, 12.5144], [-2.5795, 13.3396, 4.0725], [-4.0006, 13.1110, 3.3887], [-4.2207, 12.1113, 2.7318], [-5.1318, 14.0879, 3.6582], [-2.6340, 12.6623, 4.9248], [-2.5547, 14.3681, 4.4328], [-1.7639, 13.1282, 3.3810], [-5.5953, 14.1703, 2.6751], [-4.7343, 15.0858, 3.8434], [-5.8856, 13.7563, 4.3723], [-1.4368, 2.5673, 2.6289], [-0.9420, 3.6283, 1.6446], [-0.1723, 3.2963, 0.6721], [-1.2120, 5.1031, 1.7502], [-0.8420, 1.6597, 2.5259], [-2.5098, 2.3916, 2.5514], [-1.0798, 2.9184, 3.5971], [-2.2842, 5.2829, 1.6723], [-0.7779, 5.5100, 0.8369], [-0.5901, 5.5767, 2.5099], [7.2166, 5.4306, 19.0154], [6.4270, 5.0564, 20.1979], [6.5770, 5.5192, 21.3279], [5.3230, 3.9806, 20.0008], [6.7358, 5.2697, 18.0505], [8.2376, 5.0507, 18.9772], [7.4380, 6.4871, 19.1665], [4.4895, 4.2112, 19.3374], [4.9562, 3.6323, 20.9663], [5.9286, 3.1528, 19.6319], [2.9335, 9.9707, 17.9295], [1.6124, 10.0909, 18.6516], [0.8536, 11.0526, 18.3182], [1.2462, 9.1491, 19.7608], [3.1098, 10.8064, 17.2523], [3.0533, 9.0198, 17.4103], [3.8040, 9.9741, 18.5854], [0.3013, 9.3774, 20.2538], [2.1080, 9.0801, 20.4246], [0.9527, 8.1966, 19.3197], [10.9516, 14.9368, 3.6693], [10.4755, 13.8187, 2.7301], [11.2563, 13.0112, 2.2999], [8.9931, 13.7601, 2.2628], [10.5819, 14.7313, 4.6739], [10.5550, 15.8491, 3.2239], [12.0403, 14.9810, 3.7012], [8.6210, 14.4346, 1.4916], [8.2127, 13.6822, 3.0197], [9.0262, 12.8304, 1.6947]]}

{"formula": "C11H24CoF8N5O16S8", "method": "the ωB97M-V functional and the def2-TZVPD basis", "gap_ev": [7.90, 7.90], "spin_multiplicity": 4, "lumo_energy_ev": [1.0, 1.0], "total_energy_ev": -198054.530, "charge": -1, "species": ["Co", "C", "C", "C", "C", "N", "C", "C", "C", "C", "C", "C", "C", "H", "H", "H", "H", "H", "H", "H", "H", "H", "H", "H", "H", "H", "H", "H", "H", "H", "H", "H", "H", "H", "H", "H", "H", "N", "S", "O", "O", "F", "S", "O", "O", "F", "N", "S", "O", "O", "F", "S", "O", "O", "F", "N", "S", "O", "O", "F", "S", "O", "O", "F", "N", "S", "O", "O", "F", "S", "O", "O", "F"], "positions_angstrom": [[-1.5429, 1.1453, -1.9595], [-2.4721, -0.1745, 2.1137], [-1.0402, 0.0341, 1.6888], [-0.0636, -0.9960, 2.2772], [1.3470, -0.7282, 1.8300], [2.4149, -1.6048, 2.4289], [3.7812, -1.1593, 1.9781], [4.5292, -2.3891, 1.4448], [3.4019, -3.2166, 0.8375], [2.2866, -3.0029, 1.8165], [2.3300, -1.7379, 3.9064], [2.3110, -0.4130, 4.6235], [2.2638, -0.5177, 6.1273], [-3.1264, 0.5570, 1.6401], [-2.5870, -0.2264, 3.1930], [-2.8633, -1.0901, 1.6498], [-0.6760, 1.0267, 1.9903], [-0.8794, 0.0509, 0.5930], [-0.3765, -1.9683, 1.8645], [-0.1459, -1.1452, 3.3576], [1.5581, 0.2757, 2.1985], [1.5175, -0.7710, 0.7654], [4.3213, -0.7480, 2.8283], [3.7060, -0.4094, 1.1955], [4.9289, -2.9434, 2.3036], [5.3785, -2.0780, 0.8452], [3.7022, -4.2601, 0.7359], [3.1723, -2.9105, -0.1768], [2.4874, -3.6853, 2.6521], [1.2624, -3.2502, 1.5532], [3.0811, -2.4437, 4.2508], [1.3416, -2.1751, 4.0651], [1.5109, 0.2330, 4.2487], [3.1385, 0.2323, 4.2995], [2.1577, 0.4778, 6.5671], [3.2222, -0.8250, 6.5570], [1.4639, -1.1360, 6.5309], [0.3966, 1.5724, -1.6870], [1.1210, 2.6994, -0.7993], [1.1882, 3.9845, -1.3621], [2.2193, 2.2178, -0.0198], [-0.0209, 2.8318, 0.3021], [1.7297, 0.9362, -2.4752], [2.2560, -0.2170, -1.8478], [2.5861, 1.8640, -3.1005], [0.9232, 0.3314, -3.6666], [-2.9636, 2.3393, -1.2591], [-4.2987, 2.2152, -0.3626], [-5.5446, 2.6052, -0.8867], [-4.0323, 2.4012, 1.0208], [-4.3879, 0.6129, -0.4345], [-2.8449, 4.0473, -1.1084], [-2.3708, 4.5404, 0.1188], [-3.7619, 4.7860, -1.8819], [-1.5372, 4.0948, -2.0089], [-1.4018, 2.2789, -6.5865], [-1.8676, 0.7668, -6.6157], [-3.2740, 0.5926, -6.4458], [-1.0453, -0.1841, -5.9577], [-1.6306, 0.4711, -8.1628], [-1.9617, 2.6650, -5.1184], [-1.6074, 1.8578, -3.9774], [-3.2453, 3.2668, -5.0824], [-1.0161, 3.9169, -4.8873], [-2.0396, -0.7538, -2.1363], [-3.3354, -1.4133, -2.8697], [-4.2274, -2.1340, -2.0293], [-3.0939, -1.8531, -4.1846], [-4.1138, -0.0408, -3.0795], [-1.2314, -2.1560, -1.7418], [-0.6278, -2.8085, -2.8351], [-1.7776, -2.8988, -0.6660], [-0.0032, -1.4635, -0.9863]]}

{"formula": "C36H99CrCsN9O13S", "method": "the ωB97M-V functional and the def2-TZVPD basis", "gap_ev": [6.13, 5.89], "spin_multiplicity": 5, "lumo_energy_ev": [-4.0, -4.3], "total_energy_ev": -118760.946, "charge": 1, "species": ["Cr", "Cs", "S", "O", "O", "O", "O", "C", "C", "C", "O", "C", "N", "H", "H", "H", "H", "H", "H", "H", "H", "H", "H", "H", "C", "C", "C", "O", "C", "N", "H", "H", "H", "H", "H", "H", "H", "H", "H", "H", "H", "C", "C", "C", "O", "C", "N", "H", "H", "H", "H", "H", "H", "H", "H", "H", "H", "H", "C", "C", "C", "O", "C", "N", "H", "H", "H", "H", "H", "H", "H", "H", "H", "H", "H", "C", "C", "C", "O", "C", "N", "H", "H", "H", "H", "H", "H", "H", "H", "H", "H", "H", "C", "C", "C", "O", "C", "N", "H", "H", "H", "H", "H", "H", "H", "H", "H", "H", "H", "C", "C", "C", "O", "C", "N", "H", "H", "H", "H", "H", "H", "H", "H", "H", "H", "H", "C", "C", "C", "O", "C", "N", "H", "H", "H", "H", "H", "H", "H", "H", "H", "H", "H", "C", "C", "C", "O", "C", "N", "H", "H", "H", "H", "H", "H", "H", "H", "H", "H", "H"], "positions_angstrom": [[11.2304, 12.1087, -21.5492], [13.8763, 10.0840, -18.6213], [13.6591, 13.2578, -20.8693], [12.3585, 13.8584, -21.1691], [14.1730, 13.5984, -19.5793], [13.2136, 11.8837, -20.8861], [14.6363, 13.4906, -21.8995], [7.3085, 14.1175, -22.0944], [8.1771, 12.9054, -21.8546], [7.7192, 11.6516, -22.5917], [7.4741, 11.9537, -24.0050], [6.7844, 10.8456, -24.6441], [9.5453, 13.2528, -22.3063], [7.3433, 14.5289, -23.1032], [7.4643, 14.8950, -21.3465], [6.2871, 13.7664, -21.9475], [8.2010, 12.7321, -20.7788], [6.8438, 11.2043, -22.1210], [8.5158, 10.9076, -22.5982], [5.9732, 10.4051, -24.0644], [7.4542, 9.9899, -24.7297], [6.3380, 11.0951, -25.6067], [9.3242, 13.3001, -23.2906], [9.7353, 14.2110, -22.0497], [12.0089, 11.7989, -25.9505], [11.1253, 11.4090, -24.7910], [10.9718, 9.8708, -24.6342], [10.3472, 9.3483, -25.7977], [10.0403, 7.9270, -25.7764], [11.8344, 11.9930, -23.6472], [11.4646, 11.5097, -26.8495], [13.0274, 11.4106, -25.9492], [12.0744, 12.8804, -26.0692], [10.1793, 11.9169, -24.9787], [10.3514, 9.6761, -23.7594], [11.9565, 9.4479, -24.4351], [9.8749, 7.6348, -26.8134], [9.2144, 7.7360, -25.0912], [10.9366, 7.3851, -25.4746], [12.6201, 11.3733, -23.5103], [12.3449, 12.7937, -23.9913], [12.5454, 14.8639, -16.5013], [11.4064, 14.2652, -17.3130], [10.7142, 15.0394, -18.4345], [10.0208, 16.2177, -17.9424], [9.1830, 16.9614, -18.8244], [12.0577, 13.0657, -17.7562], [13.4317, 14.9803, -17.1250], [12.6792, 14.2225, -15.6302], [12.2940, 15.8236, -16.0497], [10.5625, 14.0886, -16.6461], [9.9526, 14.4300, -18.9210], [11.4121, 15.2506, -19.2447], [8.5330, 16.3545, -19.4547], [9.5946, 17.6237, -19.5859], [8.4477, 17.4691, -18.2002], [12.7986, 13.3455, -18.3829], [11.4729, 12.5548, -18.4020], [14.3306, 17.5719, -20.9876], [15.7207, 17.1904, -20.4340], [16.1558, 17.7072, -19.1044], [16.5478, 19.0621, -19.1466], [17.2619, 19.4481, -18.0209], [15.7367, 15.7469, -20.4275], [13.4873, 17.2073, -20.4012], [14.3610, 17.2986, -22.0424], [14.2342, 18.6546, -20.9065], [16.4652, 17.4819, -21.1749], [16.9566, 17.0241, -18.8210], [15.3397, 17.5844, -18.3924], [16.5919, 19.3247, -17.1700], [17.4714, 20.5098, -18.1511], [18.1788, 18.8667, -17.9234], [15.1767, 15.3253, -19.7003], [15.3283, 15.4090, -21.2872], [18.1477, 13.7938, -22.4522], [18.3221, 13.0768, -21.0308], [19.2204, 13.7613, -19.9518], [20.5623, 13.7071, -20.3766], [21.5599, 14.2369, -19.4571], [17.0047, 12.9442, -20.4070], [17.8462, 14.8370, -22.3580], [17.4624, 13.2636, -23.1136], [19.1477, 13.8551, -22.8814], [18.5840, 12.0411, -21.2474], [19.2212, 13.3013, -18.9636], [18.8894, 14.7837, -19.7697], [22.5687, 13.9494, -19.7534], [21.4271, 13.8634, -18.4417], [21.4855, 15.3148, -19.3136], [16.3399, 12.8282, -21.1585], [16.6178, 13.7938, -20.0215], [11.4986, 15.9679, -23.9864], [11.1875, 16.8563, -22.8351], [10.0748, 17.8847, -23.2679], [10.6557, 18.7261, -24.2569], [9.7411, 19.5725, -24.9395], [10.8722, 16.0082, -21.7025], [12.4521, 15.4857, -23.7706], [11.6082, 16.5257, -24.9164], [10.7043, 15.2260, -24.0688], [11.9969, 17.4929, -22.4778], [9.6969, 18.4821, -22.4383], [9.2122, 17.3969, -23.7220], [9.0998, 20.1768, -24.2980], [9.0979, 18.9870, -25.5965], [10.4106, 20.1232, -25.6003], [11.5618, 15.2749, -21.6194], [10.8842, 16.5837, -20.8726], [16.2630, 13.7012, -14.8888], [16.2303, 14.1632, -16.3447], [17.6267, 14.4690, -16.8278], [18.2834, 15.4069, -15.9426], [19.3368, 16.1321, -16.6092], [15.5907, 13.1789, -17.1488], [16.9017, 14.3194, -14.2580], [16.6961, 12.7038, -14.9652], [15.2294, 13.5943, -14.5594], [15.6915, 15.1094, -16.3962], [17.5440, 14.9305, -17.8118], [18.2420, 13.5716, -16.8924], [19.1639, 16.5975, -17.5796], [20.1784, 15.4396, -16.5952], [19.6817, 16.8347, -15.8506], [14.6228, 13.0921, -16.8738], [15.4528, 13.3019, -18.1418], [15.2455, 14.3552, -26.7498], [15.4571, 14.6750, -25.2620], [15.1258, 16.1272, -24.9200], [15.8876, 17.0730, -25.6617], [17.2053, 17.3252, -25.1840], [14.5298, 13.7937, -24.5156], [15.7313, 13.4390, -27.0857], [15.8456, 15.0828, -27.2961], [14.1982, 14.4897, -27.0201], [16.4796, 14.5092, -24.9225], [15.1570, 16.3056, -23.8452], [14.1200, 16.2888, -25.3080], [17.7995, 16.4319, -24.9916], [17.2432, 17.9914, -24.3222], [17.7998, 17.8610, -25.9240], [14.5719, 13.9441, -23.5177], [14.8867, 12.8489, -24.5122], [16.2433, 9.6131, -21.9938], [15.6036, 10.0499, -23.3604], [15.6029, 8.9537, -24.4845], [16.9293, 8.6507, -24.8406], [16.9857, 7.7722, -25.9544], [14.2384, 10.3870, -23.0657], [17.3115, 9.3960, -21.9909], [15.7426, 8.7470, -21.5609], [16.1978, 10.4817, -21.3368], [16.1767, 10.9068, -23.7146], [14.9905, 9.3350, -25.3016], [15.0919, 8.0496, -24.1534], [17.9630, 7.3658, -26.2152], [16.5353, 8.1380, -26.8771], [16.4247, 6.8711, -25.7064], [13.8668, 9.6075, -22.5419], [14.2565, 11.0480, -22.3022]]}

{"formula": "C2H2N2S", "method": "the ωB97M-V functional and the def2-TZVPD basis", "smiles": "N#CC(N)=S", "gap_ev": 8.49, "de_lowest_kcal_mol": 28.7, "lumo_energy_ev": -0.9, "total_energy_ev": -15920.161, "charge": 0, "species": ["C", "C", "H", "H", "N", "N", "S"], "positions_angstrom": [[-0.0366, 0.0358, -0.4986], [0.6649, 1.0494, 0.1193], [-0.6756, -1.5962, 0.0516], [-0.2445, -0.7822, 1.4048], [-0.1009, -0.8914, 0.3589], [1.2642, 1.9974, 0.4812], [-0.8714, 0.1871, -1.9171]]}